A:
DFT (ωB97M-V/def2-TZVPD) results for a cluster of 2 separate species, C4H7NO in total.

E_LUMO (spin up / spin down): -0.158 / -0.302 Eh
⟨S²⟩: 0.762
HOMO level (spin up / spin down): -15.14 / -15.15 eV

The geometry in ORCA input format:
```
! wB97M-V def2-TZVPD RIJCOSX def2/J DEFGRID3
* xyz 1 2
C 0.76415 -1.02968 0.75367
C 1.18394 -0.24296 -0.32689
N 0.57595 0.98405 -0.25767
C -0.11092 1.03789 0.91238
C -0.08685 -0.23513 1.51525
H 1.00635 -2.05825 0.94620
H 1.97882 -0.47112 -1.02210
H 0.80702 1.77015 -0.84935
H -0.54106 1.91588 1.37181
H -0.52666 -0.53635 2.45107
H -1.82713 -1.10045 -1.72442
H -1.40607 0.25828 -1.54138
O -1.81756 -0.29233 -2.22856
*
```



B:
DFT (ωB97M-V/def2-TZVPD) results for a cluster of 2 separate species, C4H7NO in total.

E_LUMO (spin up / spin down): -0.142 / -0.280 Eh
⟨S²⟩: 0.764
HOMO level (spin up / spin down): -15.10 / -15.51 eV

The geometry in ORCA input format:
```
! wB97M-V def2-TZVPD RIJCOSX def2/J DEFGRID3
* xyz 1 2
C -0.02815 0.50641 -1.05843
C 0.86515 -0.25019 -0.23740
N 0.31212 -1.43866 0.02813
C -0.90572 -1.49546 -0.66796
C -1.05042 -0.34397 -1.42581
H 0.29483 1.43354 -1.48806
H 1.72973 0.01144 0.35682
H 0.40660 -1.92660 0.91164
H -1.47471 -2.38171 -0.41377
H -1.70343 0.02820 -2.17717
H 0.97451 2.13259 2.67789
H -0.19570 1.87825 1.73377
O 0.77518 1.84617 1.76035
*
```



Most stable structure, least stable structure: B, A.



A:
DFT (ωB97M-V/def2-TZVPD) results for a structure of composition C5H34NO12.

E_LUMO: 0.094 Eh
HOMO level: -5.64 eV

The geometry in ORCA input format:
```
! wB97M-V def2-TZVPD RIJCOSX def2/J DEFGRID3
* xyz -1 1
C 0.24039 -2.95941 -1.75050
C 0.64514 -1.51418 -1.57529
N -0.08852 -1.23614 -0.23290
C 0.99515 0.98572 -0.59293
C -0.14596 0.16774 0.02074
C -0.21678 0.29903 1.45156
O -0.77035 1.54471 1.70412
H 0.69211 -3.56445 -2.57230
H -0.82432 -2.86537 -1.86002
H 0.34429 -3.64574 -0.80381
H 0.31532 -0.85950 -2.34391
H 1.75252 -1.27727 -1.51446
H 0.43906 -1.74515 0.48686
H 0.73574 1.98669 -0.25336
H 2.06662 0.80556 -0.32640
H 1.07125 1.05372 -1.63975
H -1.09963 0.53872 -0.59626
H -0.80309 -0.51341 2.00719
H 0.66682 0.11208 1.91351
H -3.66702 -0.33926 -0.90534
H -3.70334 0.93911 0.01883
O -3.38455 0.51452 -0.89918
H -0.05597 2.45802 2.03087
H -0.37196 4.14536 1.81153
O 0.36046 3.66585 2.06204
H -2.22894 -1.96034 0.13449
H -3.54945 -2.18632 0.97797
O -2.90301 -2.66735 0.35004
H 2.23338 -2.02486 0.31306
H 3.63972 -1.42123 0.95203
O 3.21776 -2.01761 0.33113
H -2.00009 0.93949 -3.43702
H -3.03454 1.68126 -2.61789
O -2.88460 1.39785 -3.57612
H 3.79187 0.05612 -0.75185
H 4.52708 -1.05395 -1.52412
O 4.68748 -0.17721 -1.20947
H 0.17837 3.59826 0.18704
H -0.64671 4.60312 -0.65846
O 0.22238 4.21375 -0.60133
H -2.32113 1.60684 1.67535
H -3.80102 1.80651 2.03999
O -3.19771 1.25443 1.62494
H -1.41869 -3.76268 1.58270
H -0.09340 -3.52351 1.66112
O -0.65502 -4.14921 1.77866
H 1.12928 -2.58639 3.12369
H 2.65636 -3.09318 2.97594
O 1.90119 -2.93009 2.64151
H 2.95021 3.59956 -2.00811
H 1.45344 3.60501 -1.65213
O 2.21698 3.05869 -1.97111
*
```



B:
DFT (ωB97M-V/def2-TZVPD) results for a structure of composition C5H34NO12.

E_LUMO: 0.102 Eh
HOMO level: -6.30 eV

The geometry in ORCA input format:
```
! wB97M-V def2-TZVPD RIJCOSX def2/J DEFGRID3
* xyz -1 1
C 0.38931 -0.47009 -1.35666
N 0.38149 -0.40577 0.11274
C 0.15140 3.40144 0.07347
C -0.44401 1.93532 -0.26102
C 0.53674 1.04476 0.49197
C 0.27489 1.21421 2.03427
O -1.04998 1.17437 2.43686
H 0.46755 -1.50132 -1.72244
H 1.24038 0.18919 -1.65365
H -0.57506 -0.21755 -1.76420
H -0.36452 -0.84962 0.64077
H 0.26458 3.91800 -0.89329
H -0.55338 3.98145 0.63268
H 1.17369 3.38780 0.39690
H -1.59420 1.66968 -0.18033
H -0.06662 1.73299 -1.34731
H 1.61880 1.18253 0.53684
H 0.96576 0.45883 2.54728
H 0.66986 2.19841 2.19117
H 2.00377 -1.06003 1.13563
H 3.05059 -2.13836 1.07188
O 3.01306 -1.23003 1.21597
H 2.69432 -3.73511 -0.60271
H 1.61166 -3.42142 0.49006
O 2.51244 -3.70913 0.34922
H -2.04994 -1.47014 2.93273
H -1.52113 0.43931 2.10500
O -2.19912 -1.20515 2.08114
H 2.68167 2.15791 -3.21517
H 1.85159 1.26039 -3.97562
O 2.20557 2.14275 -4.08046
H -3.91435 0.89411 -1.03185
H -3.98300 -0.38435 -1.76998
O -3.80139 0.56007 -1.94133
H -3.56320 2.58249 1.08217
H -2.34697 2.43246 1.93940
O -3.02721 2.94169 1.75224
H 2.08485 2.05201 -1.32257
H 2.30804 3.36452 -1.82642
O 2.83925 2.56267 -1.57671
H -3.54204 -1.06030 0.75210
H -3.23213 -2.32953 -0.21918
O -3.75184 -1.53355 -0.19257
H -2.35061 -2.29790 1.38986
H -2.38629 -3.85518 1.52155
O -2.09059 -3.33929 0.87776
H 3.47328 -0.68114 -0.37317
H 4.44164 0.20319 -1.25120
O 3.82079 -0.50470 -1.26792
H 0.20482 -5.14534 0.77361
H -0.66162 -3.99782 0.18326
O 0.13739 -4.53970 0.07725
*
```



Most stable structure, least stable structure: B, A.



A:
DFT (ωB97M-V/def2-TZVPD) results for a cluster of 2 separate species, C4H5N2O2S in total.

E_LUMO: 0.129 Eh
HOMO level: -4.12 eV

The geometry in ORCA input format:
```
! wB97M-V def2-TZVPD RIJCOSX def2/J DEFGRID3
* xyz -1 1
C 1.27914 1.09276 -0.35216
C -1.46468 -0.44899 -1.77388
C 1.10226 -0.32338 0.32630
C 0.43857 -0.09856 1.68079
N -1.93208 -0.46089 -0.60960
N -2.38893 -0.52387 0.42642
O 0.79604 1.46363 -1.42505
O 1.97335 1.71536 0.44316
S 1.95633 -1.64930 -0.06705
H -0.78291 0.33608 -1.89529
H -1.90718 -1.04744 -2.62356
H 0.73230 -0.92229 2.23481
H -0.69311 0.02759 1.53479
H 0.89091 0.83928 2.10032
*
```



B:
DFT (ωB97M-V/def2-TZVPD) results for a cluster of 2 separate species, C4H5N2O2S in total.

E_LUMO (spin up / spin down): 0.125 / 0.071 Eh
HOMO level (spin up / spin down): -5.13 / -3.06 eV

The geometry in ORCA input format:
```
! wB97M-V def2-TZVPD RIJCOSX def2/J DEFGRID3
* xyz -1 1
C 1.42163 1.87754 -0.23391
C 1.27910 -0.54255 0.80504
C 1.44050 -0.66681 -0.70081
C 0.95579 0.61199 -0.11810
N 1.55781 3.04156 -0.30227
N -1.64240 0.32822 -0.45738
O -3.60000 -0.16303 1.21883
O -3.12774 -1.65490 -0.57312
S -2.98992 -0.26843 -0.11052
H 0.33421 -1.05193 0.93883
H 1.94597 -0.45995 1.63743
H 2.55659 -0.75751 -0.91649
H 0.90926 -1.39074 -1.25987
H -1.04081 1.09654 0.07234
*
```



Most stable structure, least stable structure: A, B.



A:
DFT (ωB97M-V/def2-TZVPD) results for the molecule C18H23F2N5O3S.

Structure (SMILES): [H]/N=c1\[nH]c(/C(=N/OC)C(=O)N[C@]23C[C@H]2CN(C(=O)CCC2CC(F)(F)C2)C3)cs1
E_LUMO: 0.004 Eh
HOMO level: -7.89 eV

The geometry in ORCA input format:
```
! wB97M-V def2-TZVPD RIJCOSX def2/J DEFGRID3
* xyz 0 1
H -6.14620 -4.83689 -4.03024
N -5.29088 -5.38116 -3.96097
C -4.29286 -4.66459 -3.65152
N -4.19678 -3.30780 -3.40198
C -2.92927 -2.84172 -3.08413
C -2.75176 -1.42320 -2.79294
N -3.78850 -0.69025 -2.91768
O -3.57160 0.63070 -2.57431
C -4.74939 1.38264 -2.84593
C -1.36680 -0.96495 -2.36027
O -0.38883 -1.25992 -3.01305
N -1.33892 -0.22002 -1.22902
C -0.11755 0.29280 -0.70187
C -0.00750 1.75612 -0.40437
C 0.78553 1.16737 -1.52769
C 2.20815 0.76069 -1.23172
N 2.06148 -0.03275 -0.01423
C 3.17345 -0.46398 0.72325
O 4.11197 -1.02407 0.21235
C 3.09342 -0.28868 2.23045
C 2.32293 0.92889 2.72051
C 2.55403 1.19405 4.19819
C 3.95738 1.79074 4.51175
C 3.28170 3.14570 4.67206
F 3.63379 3.86903 5.76876
F 3.47391 3.97102 3.60128
C 1.89779 2.51232 4.69848
C 0.75164 -0.63533 0.11808
C -1.99453 -3.80151 -3.06866
S -2.66797 -5.35158 -3.46201
H -4.98837 -2.69007 -3.46217
H -4.52114 2.40016 -2.53909
H -4.98245 1.35729 -3.91051
H -5.59247 0.99710 -2.27180
H -2.21193 0.04480 -0.80324
H -0.85740 2.37342 -0.66360
H 0.51195 2.04988 0.49984
H 0.51967 1.39067 -2.55002
H 2.61869 0.19479 -2.07452
H 2.86284 1.61112 -1.02837
H 2.66619 -1.20944 2.64355
H 4.12707 -0.26239 2.57990
H 2.62093 1.81140 2.14456
H 1.25067 0.80026 2.54879
H 2.29657 0.31204 4.78514
H 4.38267 1.45669 5.45600
H 4.71039 1.72990 3.72812
H 1.15219 2.97146 4.05182
H 1.52082 2.45790 5.71793
H 0.44223 -0.69128 1.16714
H 0.70492 -1.64508 -0.31268
H -0.94184 -3.67430 -2.88932
*
```



B:
DFT (ωB97M-V/def2-TZVPD) results for the molecule C18H23F2N5O3S.

Structure (SMILES): [H]/N=c1\[nH]c(/C(=N/OC)C(=O)N[C@]23C[C@H]2CN(C(=O)CCC2CC(F)(F)C2)C3)cs1
E_LUMO: -0.002 Eh
HOMO level: -7.95 eV

The geometry in ORCA input format:
```
! wB97M-V def2-TZVPD RIJCOSX def2/J DEFGRID3
* xyz 0 1
H -3.32609 -3.29156 -1.58923
N -2.46591 -3.83120 -1.63905
C -1.44801 -3.13496 -1.34669
N -1.33743 -1.80839 -0.98370
C -0.05109 -1.35231 -0.72494
C 0.12709 0.03828 -0.31565
N -0.93552 0.74766 -0.29110
O -0.73615 2.05364 0.11477
C -1.96625 2.76209 -0.00904
C 1.53353 0.49400 0.03334
O 2.48114 0.15450 -0.64659
N 1.64615 1.22955 1.16322
C 2.91424 1.72223 1.59543
C 3.04555 3.16203 1.99303
C 3.73706 2.65439 0.75924
C 5.17983 2.23458 0.90723
N 5.18915 1.34308 2.07926
C 6.05222 1.62531 3.10860
O 7.11452 2.18323 2.90081
C 5.71508 1.13207 4.50480
C 4.80602 2.10290 5.26037
C 4.68128 1.73382 6.72938
C 5.94158 2.07592 7.57639
C 5.18141 3.27817 8.12598
F 5.23940 3.47618 9.46946
F 5.56513 4.45454 7.54549
C 3.86293 2.75388 7.56841
C 3.87031 0.73845 2.24474
C 0.88593 -2.29995 -0.87437
S 0.18961 -3.81878 -1.35164
H -2.13321 -1.19616 -0.91625
H -1.75947 3.77243 0.33440
H -2.29044 2.78077 -1.04931
H -2.73603 2.30384 0.61208
H 0.80497 1.58766 1.58423
H 2.17708 3.78860 1.84028
H 3.64135 3.40604 2.86366
H 3.37709 2.96396 -0.21077
H 5.50075 1.69863 0.01144
H 5.87690 3.04995 1.08870
H 5.27410 0.13353 4.48695
H 6.67302 1.05696 5.01817
H 5.20976 3.11706 5.17465
H 3.80696 2.12218 4.81373
H 4.34386 0.70190 6.83031
H 6.14759 1.35124 8.36154
H 6.85588 2.31482 7.03527
H 3.26694 3.48318 7.02154
H 3.26591 2.28886 8.35047
H 3.63803 0.55160 3.29000
H 3.81417 -0.20892 1.70160
H 1.94687 -2.16722 -0.76224
*
```



Most stable structure, least stable structure: B, A.